A 6-piece molecular cluster, C30H60BN2O14S5 overall. Source: OMol25; level of theory: the ωB97M-V functional and the def2-TZVPD basis.

Geometry as XYZ:
```
112
Properties=species:S:1:pos:R:3
C 0.16 -2.29 1.03
B -0.28 -1.01 0.23
O 0.06 -0.89 -1.07
N -1.11 0.08 0.91
C -0.30 1.27 1.35
C 0.24 2.11 0.19
C 1.66 1.82 -0.28
C 2.65 1.42 0.80
O 2.50 2.23 1.99
C 2.82 1.53 3.10
O 2.32 1.71 4.13
O -0.58 2.06 -0.96
C -1.95 1.89 -0.68
C -2.29 0.62 0.15
C -3.03 -0.40 -0.70
C -3.63 -1.52 0.11
N -3.14 -2.66 0.21
H -0.10 -2.27 2.08
H -0.28 -3.14 0.53
H 1.24 -2.41 0.93
H 1.02 -1.03 -1.12
H -1.48 -0.33 1.77
H -1.00 1.89 1.90
H 0.44 0.95 2.08
H 0.23 3.15 0.53
H 2.03 2.72 -0.75
H 1.70 1.06 -1.05
H 3.65 1.50 0.39
H 2.51 0.36 1.03
H 3.57 0.73 3.01
H -2.49 1.81 -1.63
H -2.38 2.76 -0.19
H -3.01 0.96 0.89
H -3.88 0.14 -1.12
H -2.48 -0.76 -1.56
H -4.57 -1.34 0.61
H -2.28 -2.71 -0.34
C 6.37 4.86 6.08
C 5.07 4.11 5.77
C 4.71 4.42 4.31
S 6.25 4.75 3.47
O 6.26 6.13 3.04
O 6.53 3.68 2.54
C 7.30 4.59 4.90
H 6.81 4.53 7.02
H 6.17 5.93 6.16
H 5.24 3.04 5.89
H 4.27 4.39 6.44
H 4.22 3.58 3.82
H 4.08 5.31 4.23
H 8.13 5.29 4.83
H 7.68 3.57 4.92
C 7.44 7.10 -1.12
C 7.55 5.90 -0.16
C 6.65 4.79 -0.71
S 6.57 5.03 -2.48
O 5.22 5.37 -2.84
O 7.28 3.96 -3.14
C 7.57 6.52 -2.53
H 8.20 7.85 -0.93
H 6.46 7.57 -1.01
H 8.59 5.56 -0.14
H 7.27 6.17 0.85
H 7.06 3.80 -0.50
H 5.64 4.87 -0.31
H 7.20 7.18 -3.31
H 8.60 6.22 -2.74
C -6.35 4.85 -3.55
C -5.54 4.44 -4.79
C -4.29 3.70 -4.29
S -4.74 2.96 -2.72
O -3.96 3.58 -1.68
O -4.79 1.52 -2.86
C -6.40 3.61 -2.66
H -7.35 5.18 -3.82
H -5.85 5.66 -3.03
H -6.14 3.77 -5.41
H -5.27 5.30 -5.40
H -3.98 2.92 -4.98
H -3.46 4.39 -4.11
H -6.66 3.83 -1.63
H -7.07 2.85 -3.06
C -5.42 -5.12 -0.31
C -5.31 -6.46 0.42
C -6.25 -7.45 -0.28
S -6.37 -6.91 -1.98
O -7.72 -6.48 -2.24
O -5.70 -7.86 -2.84
C -5.34 -5.45 -1.80
H -4.63 -4.43 -0.02
H -6.38 -4.65 -0.09
H -4.28 -6.82 0.36
H -5.55 -6.36 1.48
H -5.87 -8.47 -0.25
H -7.25 -7.42 0.15
H -5.71 -4.66 -2.45
H -4.32 -5.73 -2.09
C -0.64 -9.02 -1.51
C -1.74 -9.87 -0.84
C -1.62 -9.66 0.67
S -0.92 -8.02 0.90
O 0.39 -8.15 1.50
O -1.92 -7.14 1.45
C -0.71 -7.65 -0.84
H -0.79 -8.95 -2.59
H 0.34 -9.48 -1.33
H -2.72 -9.53 -1.19
H -1.64 -10.92 -1.10
H -2.58 -9.70 1.17
H -0.93 -10.37 1.13
H 0.19 -7.06 -0.99
H -1.59 -7.10 -1.17
```

Results
Net charge: +1
Electronic energy, Eh: -4357.503391
LUMO energy, eV: -2.7
Orbital gap, eV: 8.802